Record 1
Entry from the Open Molecules 2025 dataset: a single C4H3NS2 molecule at a distorted geometry (the ωB97M-V functional and the def2-TZVPD basis).

Results
- SMILES: S=C1C=CC(=S)N1
- HOMO-LUMO gap: 7.28 eV
- LUMO: -1.793 eV

Last column: Löwdin charge in e.
Element x y z (Å)
S1 -2.809 -0.812 -0.157  0.7235
S2 2.676 -0.854 -0.123  0.6907
N1 -0.087 -1.181 0.019  -0.0248
C1 1.082 -0.434 -0.040  -0.8891
C2 0.750 0.952 -0.144  -0.1475
C3 -0.630 1.078 -0.009  -0.0274
C4 -1.280 -0.374 0.005  -0.8213
H1 0.017 -2.267 0.409  0.2354
H2 1.454 1.850 -0.233  0.1355
H3 -1.173 2.041 0.273  0.1250

Record 2
Entry from the Open Molecules 2025 dataset: 2 unconnected molecules or ions with the total composition C4H3O2 at a distorted geometry (the ωB97M-V functional and the def2-TZVPD basis).

Results
- Net charge: -1
- HOMO-LUMO gap: 6.05 eV
- LUMO: 4.395 eV

Last column: Löwdin charge in e.
Element x y z (Å)
O1 2.494 0.056 2.281  -0.0506
O2 2.604 2.304 1.858  -0.0702
C1 -0.408 -0.494 0.566  -0.1107
C2 0.484 -0.361 -0.410  -0.1271
C3 2.273 1.126 1.748  -0.5646
C4 0.295 0.837 0.443  -0.1948
H1 0.979 -0.805 -1.153  0.0252
H2 -1.238 -1.072 0.999  0.0648
H3 -0.021 1.806 0.007  0.0279

Record 3
Entry from the Open Molecules 2025 dataset: 2 unconnected molecules or ions with the total composition C4H3O2 at a distorted geometry (the ωB97M-V functional and the def2-TZVPD basis).

Results
- Net charge: +1
- HOMO-LUMO gap (spin up / spin down): 8.12 / 9.98 eV
- LUMO (spin up / spin down): -8.309 / -6.598 eV

Last column: Löwdin charge in e.
Element x y z (Å)
O1 -0.499 1.033 1.615  0.1113
O2 -0.886 0.250 -1.094  0.1327
C1 0.333 -0.584 -1.361  0.0754
C2 -0.419 -0.668 -0.124  -0.0134
C3 0.419 0.646 -0.648  0.0706
C4 0.232 0.185 0.906  -0.1595
H1 -0.086 1.395 2.485  0.2163
H2 0.993 -0.401 1.290  0.1571
H3 -0.088 -1.857 -3.069  0.4094

Record 4
Entry from the Open Molecules 2025 dataset: a molecular structure, C4H3O2S at a distorted geometry (the ωB97M-V functional and the def2-TZVPD basis).

Results
- Net charge: -1
- HOMO-LUMO gap: 7.21 eV
- LUMO: 3.893 eV

Last column: Löwdin charge in e.
Element x y z (Å)
S1 1.193 1.500 0.284  0.5638
O1 2.567 -0.826 1.200  0.0646
O2 2.280 -0.774 -1.052  0.0229
C1 2.321 -0.539 0.112  -0.7793
C2 -0.274 0.628 -0.069  -0.7581
C3 -0.811 -0.548 -0.044  -0.1288
C4 -1.795 0.655 -0.062  -0.1784
H1 -2.441 0.820 -0.977  0.0642
H2 -0.654 -1.664 -0.197  0.1051
H3 -2.386 0.749 0.803  0.0241

Record 5
Entry from the Open Molecules 2025 dataset: a gas-phase ion, C4H3O2S (charge -1) at a distorted geometry (the ωB97M-V functional and the def2-TZVPD basis).

Results
- Net charge: -1
- SMILES: C=C[C@@]1([S-])OC1=O
- HOMO-LUMO gap: 7.08 eV
- LUMO: 3.787 eV

Last column: Löwdin charge in e.
Element x y z (Å)
S1 2.268 2.603 -1.785  0.0123
O1 2.572 0.126 0.054  0.0718
O2 3.364 -1.023 -1.846  0.1015
C1 2.708 -0.269 -1.200  -0.5687
C2 0.256 0.512 -0.930  -0.1982
C3 1.688 0.699 -1.012  -0.5882
C4 -0.372 -0.218 -0.016  0.0015
H1 -0.286 1.068 -1.682  0.0813
H2 0.168 -0.756 0.747  0.0495
H3 -1.447 -0.299 0.000  0.0372

Record 6
Entry from the Open Molecules 2025 dataset: a molecular structure, C4H3O2Tm at a distorted geometry (the ωB97M-V functional and the def2-TZVPD basis).

Results
- Net charge: +3
- Spin multiplicity: 4
- HOMO-LUMO gap (spin up / spin down): 9.22 / 5.47 eV
- LUMO (spin up / spin down): -12.940 / -16.041 eV

Last column: Löwdin spin population.
Element x y z (Å)
Tm1 -1.154 -4.326 0.663  1.0073
O1 0.992 3.091 -1.134  0.2884
O2 -0.628 -2.125 1.252  0.1886
C1 -0.126 -0.517 -0.312  0.4404
C2 -0.015 -1.049 0.990  0.1095
C3 0.203 0.790 -0.579  0.4775
C4 0.545 1.942 -0.834  0.4453
H1 -0.862 -1.085 -0.931  0.0322
H2 0.625 -0.546 1.729  0.0015
H3 0.420 3.822 -0.843  0.0092

Record 7
Entry from the Open Molecules 2025 dataset: a gas-phase ion, C4H3O3 (charge -1) at a distorted geometry (the ωB97M-V functional and the def2-TZVPD basis).

Results
- Net charge: -1
- SMILES: O=C([O-])C1=C(O)C1
- HOMO-LUMO gap: 7.33 eV
- LUMO: 3.606 eV

Last column: Löwdin charge in e.
Element x y z (Å)
O1 -0.594 -2.182 0.132  -0.0985
O2 -2.304 -1.314 -1.101  -0.0759
O3 1.767 -0.042 1.164  -0.0036
C1 0.134 1.444 -0.457  -0.1017
C2 -0.511 0.056 -0.212  -0.0085
C3 -1.227 -1.282 -0.486  -0.7309
C4 0.714 0.383 0.436  -0.2821
H1 -0.316 2.166 0.213  0.0511
H2 0.744 1.752 -1.321  0.0701
H3 1.594 -0.981 1.632  0.1801

Record 8
Entry from the Open Molecules 2025 dataset: a molecular structure, C4H3O4V at a distorted geometry (the ωB97M-V functional and the def2-TZVPD basis).

Results
- Net charge: +3
- Spin multiplicity: 4
- HOMO-LUMO gap (spin up / spin down): 9.71 / 10.60 eV
- LUMO (spin up / spin down): -15.937 / -15.024 eV

Last column: Löwdin spin population.
Element x y z (Å)
V1 1.242 1.305 -2.087  2.9327
O1 0.881 -0.360 -3.138  0.0213
O2 -0.241 -0.795 1.846  0.0004
O3 0.446 0.355 -0.330  0.0121
O4 1.351 -2.139 0.889  0.0001
C1 0.700 -1.368 -3.631  0.0209
C2 0.685 -1.246 1.152  -0.0001
C3 -0.603 0.795 0.150  0.0108
C4 -0.842 0.500 1.580  0.0004
H1 -1.373 1.286 -0.460  0.0007
H2 -0.331 1.237 2.219  0.0004
H3 -1.915 0.430 1.809  0.0002